Arrangement 1

Computed, not measured: C25H14N5RbSSe5 as an isolated structure, with wB97M-V/def2-TZVPD.

## Properties
LUMO level = 3.31 eV
total charge = -2
orbital gap = 4.09 eV

Each line ends with the Mulliken charge.
Cartesian coordinates (Å):
Rb 0.50365 -1.65557 -0.87683  0.741
Se -0.54662 -3.67049 7.29919  0.108
N 0.02686 -2.16248 6.51980  -0.943
C -0.28660 -2.24395 5.25945  0.736
C 0.04705 -1.22036 4.27509  1.032
C 0.82547 -0.11216 4.59501  -0.528
C 1.15192 0.78294 3.59952  -0.666
C 0.67406 0.53950 2.31290  -0.598
N -0.08412 -0.49942 2.00388  -0.278
C -0.38209 -1.38257 2.95283  -0.188
C -1.13355 -2.58849 2.53972  -0.467
N -1.47791 -2.67076 1.25404  -0.234
C -2.05849 -3.78019 0.81537  -0.076
C -2.36957 -4.85607 1.65800  -0.664
C -2.04803 -4.76422 2.98881  -0.747
C -1.40817 -3.60705 3.45363  1.296
C -1.00119 -3.44564 4.84364  1.047
N -1.23683 -4.32219 5.77892  -0.953
H 1.18062 0.00575 5.61070  0.490
H 1.78667 1.63675 3.79103  0.408
H 0.92893 1.20277 1.49160  0.435
H -2.29255 -3.81317 -0.24501  -0.062
H -2.82121 -5.74338 1.23754  0.405
H -2.25365 -5.56619 3.68640  0.470
Se -2.57598 -2.41953 -2.68759  -0.747
Se -1.90703 -4.63347 -3.04314  -0.218
Se 0.42184 -4.73273 -2.76033  -0.273
Se 0.87941 -5.20895 -0.53069  -0.530
S 4.49417 -0.15071 2.49369  -0.427
C 3.72226 -1.54997 3.15488  1.085
C 3.80254 -2.09190 4.43445  -0.594
C 3.08051 -3.24056 4.70660  -0.557
C 2.30461 -3.84972 3.71503  -0.646
C 2.22195 -3.31407 2.44317  0.117
C 2.92183 -2.13966 2.16481  -0.903
N 2.89229 -1.47927 0.94483  -0.160
C 3.64317 -0.42676 0.94966  0.326
C 3.81266 0.53119 -0.16835  0.972
C 4.97050 1.32260 -0.17355  -0.626
C 5.17723 2.23550 -1.19182  -0.573
C 4.21197 2.34053 -2.19221  -0.430
C 3.07515 1.54194 -2.15443  -0.650
C 2.79244 0.58767 -1.15220  -0.570
H 4.40878 -1.62385 5.20056  0.411
H 3.12021 -3.67438 5.69888  0.372
H 1.76643 -4.76224 3.94286  0.486
H 1.64391 -3.78067 1.65081  0.114
H 5.72289 1.21103 0.60340  0.268
H 6.07365 2.84532 -1.21431  0.352
H 4.35665 3.04998 -3.00386  0.314
H 2.36117 1.67113 -2.96812  0.322


Arrangement 2

Computed, not measured: C25H14N5RbSSe5 as an isolated structure, with wB97M-V/def2-TZVPD.

## Properties
LUMO level = 3.41 eV
total charge = -2
orbital gap = 4.26 eV

Each line ends with the Mulliken charge.
Cartesian coordinates (Å):
Rb 1.60623 1.78470 -1.60570  0.831
Se -0.26262 -2.15826 5.32030  0.097
N 0.95096 -0.90339 4.91805  -0.971
C 1.12166 -0.93735 3.62639  1.127
C 2.05890 -0.08361 2.90749  1.208
C 2.84873 0.86818 3.55758  -0.840
C 3.71649 1.62992 2.81579  -0.546
C 3.78801 1.41216 1.43844  -0.560
N 3.04468 0.51503 0.81388  -0.354
C 2.17954 -0.21209 1.52187  -0.149
C 1.31550 -1.16128 0.77238  -0.240
N 1.39120 -1.14482 -0.56182  -0.451
C 0.57742 -1.92173 -1.25860  -0.645
C -0.33622 -2.79454 -0.66913  -0.642
C -0.41571 -2.82922 0.70599  -0.657
C 0.41714 -1.99694 1.44961  1.164
C 0.32954 -1.92190 2.90265  0.731
N -0.45021 -2.68042 3.61770  -0.932
H 2.74238 1.00234 4.62612  0.446
H 4.30839 2.41628 3.26254  0.421
H 4.44038 2.00704 0.80492  0.405
H 0.63018 -1.80846 -2.33667  0.486
H -0.98721 -3.39521 -1.28923  0.389
H -1.12755 -3.45965 1.22314  0.477
Se 1.01765 3.83529 1.39277  -0.515
Se 3.08688 4.88856 1.05474  -0.248
Se 3.46908 4.95748 -1.26485  -0.273
Se 4.85299 3.14506 -1.84934  -0.783
S -3.29923 -0.93355 -1.37229  -0.374
C -2.88194 -0.47063 0.24303  1.062
C -3.41436 -0.89161 1.45909  -0.559
C -2.86461 -0.39087 2.62603  -0.533
C -1.80143 0.51819 2.58502  -0.525
C -1.27143 0.93688 1.37980  0.347
C -1.81255 0.43477 0.19497  -1.009
N -1.35063 0.74208 -1.07547  -0.231
C -1.99672 0.11063 -1.99166  0.502
C -1.70735 0.12930 -3.43959  0.863
C -2.78172 -0.06384 -4.31973  -0.594
C -2.55765 -0.08892 -5.68474  -0.627
C -1.25287 0.07549 -6.14396  -0.412
C -0.21279 0.26655 -5.24086  -0.627
C -0.36111 0.30741 -3.83677  -0.651
H -4.23152 -1.60211 1.49252  0.412
H -3.25335 -0.71884 3.58278  0.366
H -1.38051 0.89862 3.50864  0.519
H -0.43453 1.62837 1.33265  -0.206
H -3.79608 -0.17226 -3.94239  0.300
H -3.38181 -0.22302 -6.37672  0.354
H -1.05382 0.05921 -7.21307  0.317
H 0.78359 0.39499 -5.66430  0.331


Structures ranked by computed energy, the most stable listed first: arrangement 2, arrangement 1.


Arrangement 1

Computed, not measured: a 17-piece molecular cluster, C8H30B2O31 overall, with wB97M-V/def2-TZVPD.

## Properties
LUMO level = 3.66 eV
total charge = -2
orbital gap = 9.33 eV

Each line ends with the Mulliken charge.
Cartesian coordinates (Å):
O 16.77504 5.56592 -13.01997  -0.660
C 17.80095 4.95672 -13.16047  0.696
O 17.92579 3.71549 -13.57196  -0.590
B 19.36172 3.35649 -13.71775  1.143
O 20.07655 4.60280 -13.37932  -0.507
C 19.23284 5.54560 -13.02870  0.622
O 19.48302 6.65682 -12.65402  -0.723
O 19.55826 2.86311 -15.09538  -0.543
C 20.05657 1.63404 -15.06241  0.453
O 20.42903 1.00006 -16.00269  -0.611
C 20.13279 1.20788 -13.58336  0.609
O 19.77305 2.24746 -12.84341  -0.360
O 20.48602 0.13505 -13.20113  -0.618
O 21.19069 9.11282 -10.36592  -0.400
C 20.51597 8.35684 -9.71951  0.466
O 20.40572 7.07317 -9.89999  -0.929
B 19.69866 6.45335 -8.77578  1.306
O 19.17512 7.58784 -8.01290  0.408
C 19.62192 8.73387 -8.51592  0.084
O 19.34111 9.82039 -8.11666  -0.596
O 18.62480 5.61496 -9.35666  -0.531
C 18.83407 4.36054 -9.06818  0.713
O 18.24197 3.40370 -9.48688  -0.141
C 20.02277 4.31492 -8.09089  0.627
O 20.51089 5.52200 -7.96886  -0.718
O 20.44033 3.31674 -7.55406  -0.706
O 21.00474 4.00547 -4.80803  -0.666
H 20.99930 3.13614 -4.39864  0.273
H 20.68631 3.83712 -5.71128  0.396
O 22.53086 11.64145 -9.70619  -0.627
H 22.92103 11.31143 -8.89201  0.294
H 22.62527 10.90935 -10.32268  0.283
O 22.99513 1.46830 -6.42252  -0.711
H 22.89842 2.42883 -6.36076  0.293
H 22.96351 1.14985 -5.51752  0.298
O 16.62405 11.26850 -8.33006  -0.617
H 17.52117 11.55703 -8.11809  0.328
H 16.21256 12.02676 -8.75210  0.256
O 17.61523 8.28389 -10.95982  -0.521
H 18.22724 7.62896 -11.33700  0.214
H 17.58577 8.98709 -11.61486  0.233
O 16.48879 8.45946 -8.22012  -0.696
H 16.64487 9.38731 -7.98820  0.335
H 16.94206 8.35562 -9.07283  0.170
O 23.40213 8.83900 -12.04696  -0.690
H 22.53204 8.81748 -11.60002  0.437
H 23.63909 9.76876 -12.09956  0.274
O 22.69644 1.76216 -9.33377  -0.679
H 22.83605 1.71564 -8.37946  0.389
H 21.73176 1.83030 -9.41254  0.319
O 19.82586 0.77384 -9.37252  -0.603
H 19.46976 1.65301 -9.58310  0.236
H 19.55568 0.21446 -10.10671  0.274
O 15.30778 5.62473 -8.40456  -0.663
H 15.80852 6.41408 -8.65370  0.384
H 15.26289 5.09001 -9.20403  0.336
O 19.64512 12.64094 -7.00938  -0.673
H 19.78523 11.91616 -7.63403  0.372
H 19.21090 12.22219 -6.25999  0.329
O 15.57978 2.42019 -10.24167  -0.685
H 15.51082 3.12235 -10.89665  0.299
H 16.50600 2.45893 -9.96512  0.373
O 18.01684 1.95398 -6.41080  -0.698
H 17.32898 2.61628 -6.28820  0.348
H 18.68832 2.39887 -6.94969  0.286
O 19.86119 11.07105 -12.27763  -0.572
H 19.99023 11.87754 -12.78442  0.248
H 20.26606 10.37195 -12.80305  0.298
O 17.69211 6.79479 -5.45630  -0.672
H 16.94437 7.39440 -5.38632  0.292
H 18.21343 7.16919 -6.17725  0.409


Arrangement 2

Computed, not measured: C8H30B2O31 as an isolated structure, with wB97M-V/def2-TZVPD.

## Properties
LUMO level = 3.66 eV
total charge = -2
orbital gap = 9.04 eV

Each line ends with the Mulliken charge.
Cartesian coordinates (Å):
O -14.77198 10.55760 14.37861  -0.905
C -13.64674 10.55045 14.95701  0.363
O -13.50162 10.80151 16.19741  -0.418
B -12.08795 10.70416 16.43659  0.888
O -11.52423 10.10743 15.20279  -0.623
C -12.35394 10.20994 14.28446  0.614
O -12.13682 9.62174 13.29397  -0.386
O -11.69694 9.83752 17.60255  0.033
C -11.16893 10.62133 18.50468  1.133
O -11.13096 10.21675 19.61621  -0.574
C -11.05352 11.95170 18.06803  -0.098
O -11.40238 12.02558 16.90655  -0.032
O -10.70735 12.87296 18.78863  -0.820
O -14.07897 10.24537 19.75494  -0.653
C -13.87102 10.65122 20.85921  0.287
O -14.03806 11.90345 21.21637  -0.558
B -13.29385 12.00846 22.46798  1.181
O -12.94560 10.59240 22.78733  -0.540
C -13.18525 9.93050 21.82873  1.061
O -13.05351 8.72590 21.86101  -0.856
O -14.07174 12.62134 23.53839  -0.625
C -13.56234 13.80027 23.73883  0.402
O -13.88488 14.39564 24.71062  -0.595
C -12.31666 13.86234 22.99944  0.909
O -12.05161 12.87394 22.24767  -0.474
O -11.53860 14.82883 23.09399  -0.711
O -9.38687 8.05953 17.04509  -0.470
H -8.99600 8.05835 17.74771  0.158
H -8.60334 7.78339 16.41474  0.269
O -9.52277 13.86982 21.17275  -0.655
H -9.26123 13.07089 20.82866  0.377
H -10.39002 13.84210 21.76963  0.538
O -11.94129 6.94691 16.89259  -0.759
H -12.26299 7.35440 17.58503  0.459
H -11.13695 7.35693 17.04424  0.253
O -9.66613 13.69450 15.30982  -0.643
H -10.47951 13.34805 15.56136  0.343
H -9.39375 14.13832 16.06699  0.297
O -11.62139 8.33702 10.37641  -0.620
H -11.45758 9.07611 10.91406  0.318
H -10.80733 8.28451 9.71630  0.300
O -14.73428 7.81235 12.33797  -0.667
H -13.94279 8.27220 12.72085  0.340
H -15.44244 8.07962 12.88324  0.302
O -8.39605 12.04910 18.40571  -0.718
H -8.48960 11.21083 18.74799  0.369
H -9.05671 12.59479 18.78868  0.208
O -12.63240 14.73591 19.55342  -0.645
H -11.81846 14.23336 19.33322  0.405
H -12.32296 15.69485 19.74014  0.344
O -13.24075 7.47693 19.36281  -0.728
H -13.23171 7.61676 20.24886  0.387
H -13.60925 8.42983 19.04834  0.389
O -9.35702 8.71003 13.64859  -0.665
H -10.27568 8.26327 13.69646  0.338
H -9.36554 9.54310 14.13687  0.342
O -10.28875 7.78078 19.94384  -0.747
H -10.65797 6.90255 19.60801  0.383
H -11.10980 8.33244 19.56376  0.270
O -16.98944 11.63946 13.26928  -0.665
H -16.75066 12.65202 13.30956  0.307
H -16.17320 11.18301 13.45902  0.480
O -8.14552 9.59546 19.70114  -0.619
H -8.82449 9.12125 20.01624  0.202
H -7.38601 9.04112 19.54435  0.250
O -16.29416 12.24259 16.35693  -0.684
H -15.45839 12.47410 16.89407  0.341
H -15.99224 11.59285 15.72218  0.411
O -9.76898 15.29281 19.80400  -0.652
H -9.75796 14.69706 20.46580  0.360
H -9.67955 16.18607 20.29001  0.197


Structures ranked by computed energy, the most stable listed first: arrangement 1, arrangement 2.